One molecule with the formula C10H20BN at a distorted geometry, computed with ωB97M-V/def2-TZVPD.

The highest occupied orbital energy comes out at -0.310 Ha. The energy comes out at -472.6082 Ha. The SMILES is CN(C)B1[C@H]2CCC[C@@H]1CCC2. As for the HOMO-LUMO gap: 9.131 eV. Its relative energy (zero: lowest compared OMol25 entry of this formula, charge and spin) is 0.3224 eV.

Each line ends with the Mulliken charge.
Atoms and positions in Å:
1 B 0.415511 -0.272901 0.412563  -0.717
2 N 1.710446 -0.781991 0.565544  0.176
3 C 2.719969 -0.240072 1.489573  -1.031
4 C 2.097720 -2.100731 -0.027427  -0.975
5 C -2.292681 0.721344 0.740091  -0.432
6 C -0.843385 0.655189 -2.010958  -0.607
7 C -1.115577 1.684797 1.070721  -1.203
8 C -1.830606 -0.765507 0.844699  -0.963
9 C 0.021766 1.737734 -1.244209  -1.086
10 C -0.741562 -0.769292 -1.596137  -0.779
11 C 0.189173 1.330679 0.282683  0.402
12 C -0.740712 -1.133066 -0.102371  -0.082
13 H 3.571023 -0.926263 1.720113  0.291
14 H 3.062826 0.722038 1.245907  0.365
15 H 2.350654 -0.083841 2.506565  0.351
16 H 2.547094 -2.091402 -1.050705  0.224
17 H 1.148121 -2.601633 -0.096766  0.405
18 H 2.830215 -2.569316 0.612043  0.357
19 H -3.141397 0.805293 1.392012  0.473
20 H -2.704905 0.904074 -0.316273  0.084
21 H -0.545586 0.755687 -3.058950  0.455
22 H -1.926601 1.030145 -2.059462  0.232
23 H -0.903532 1.720971 2.118448  0.379
24 H -1.406677 2.732851 0.783517  0.405
25 H -2.674124 -1.468790 0.493844  0.385
26 H -1.593972 -1.072727 1.904382  0.286
27 H -0.517444 2.718806 -1.306249  0.318
28 H 0.960853 1.973338 -1.796768  0.355
29 H -1.438354 -1.329603 -2.158646  0.412
30 H 0.218811 -1.168982 -1.952951  0.269
31 H 1.015487 2.009256 0.578509  0.460
32 H -0.442554 -2.126086 0.016659  0.792

Forces on the atoms, in the same order (eV/Å):
B 1.842 1.835 -1.109
N 1.902 -1.274 0.454
C -0.142 -0.967 1.056
C -0.424 1.161 0.054
C 0.572 -0.756 -1.174
C -0.898 2.950 -0.856
C -0.477 1.038 -1.794
C -2.987 -1.112 -0.637
C -1.074 -0.644 0.082
C 0.725 -0.809 0.455
C -0.327 0.608 0.020
C 1.338 2.049 -0.111
H -0.544 0.428 -0.944
H 0.814 1.208 -0.892
H -0.681 -0.146 -0.017
H -0.326 0.618 0.626
H 0.332 -1.049 -0.059
H -0.138 -0.524 0.255
H -0.322 0.518 0.535
H 0.717 -0.222 1.640
H 0.017 -0.325 -0.091
H 1.414 -0.696 0.329
H 0.046 -0.253 0.833
H 0.077 -0.764 0.338
H 0.422 1.162 1.037
H -0.082 0.442 -0.950
H 0.229 -0.737 0.261
H -0.261 -0.751 0.685
H -1.221 -0.733 -0.585
H 0.048 0.155 -0.034
H -0.332 -0.617 0.568
H -0.258 -1.793 0.027